Entry 1:
Formula: C19H24ClN2
Source: OMol25
Level of theory: ωB97M-V/def2-TZVPD

The geometry in XYZ format:
```
46
Properties=species:S:1:pos:R:3:lowdin_charge:R:1
C 2.539 -0.188 2.562 0.01
N 2.472 0.929 1.608 -0.21
C 3.824 1.342 1.206 -0.01
H 4.360 0.491 0.791 0.08
H 4.371 1.728 2.065 0.12
H 3.772 2.117 0.444 0.11
C 1.674 2.067 2.130 -0.13
C 0.166 1.853 2.023 -0.11
H -0.300 2.597 2.668 0.13
H -0.113 0.876 2.419 0.11
C -0.416 2.002 0.595 -0.14
N -0.960 0.747 0.122 -0.05
C -0.083 -0.325 -0.049 -0.18
C 1.166 -0.155 -0.662 -0.09
C 2.025 -1.246 -0.791 -0.65
C 1.669 -2.491 -0.307 -0.09
C 0.435 -2.646 0.308 0.00
C -0.434 -1.579 0.467 -0.16
C -1.753 -1.711 1.155 -0.12
C -2.891 -1.650 0.137 -0.12
C -3.091 -0.328 -0.560 -0.14
C -4.286 -0.202 -1.265 -0.04
C -4.612 0.932 -1.978 -0.07
C -3.712 1.981 -2.016 -0.07
C -2.519 1.879 -1.331 -0.03
C -2.197 0.748 -0.578 -0.15
H -1.815 2.693 -1.406 0.11
H -3.928 2.872 -2.584 0.11
H -5.550 0.993 -2.506 0.11
H -4.977 -1.032 -1.245 0.12
H -3.825 -1.906 0.644 0.12
H -2.719 -2.418 -0.625 0.13
H -1.804 -2.660 1.690 0.12
H -1.882 -0.898 1.874 0.12
H 0.156 -3.616 0.688 0.13
H 2.336 -3.330 -0.415 0.11
Cl 3.576 -1.006 -1.543 0.72
H 1.400 0.765 -1.179 0.13
H 0.340 2.430 -0.078 0.12
H -1.246 2.706 0.640 0.13
H 1.955 2.227 3.174 0.14
H 1.945 2.963 1.569 0.14
H 1.976 0.553 0.743 0.10
H 3.087 0.113 3.453 0.12
H 3.045 -1.033 2.100 0.11
H 1.538 -0.503 2.848 0.10
```

Results
Orbital gap: 8.401 eV
Total charge: +1
Relative energy (zero: lowest compared OMol25 entry of this formula, charge and spin): 0.0 kcal per mole
2S+1: 1
Lowest unoccupied orbital energy: -2.4628 eV
Structure (SMILES): C[NH+](C)CCCN1c2ccccc2CCc2ccc(Cl)cc21


Entry 2:
Formula: C19H24ClNW
Source: OMol25
Level of theory: ωB97M-V/def2-TZVPD

The geometry in XYZ format:
```
46
Properties=species:S:1:pos:R:3:mulliken_spin:R:1
C 0.195 0.698 -5.221 0.04
C 1.581 1.263 -5.419 0.00
C -0.038 -0.662 -5.825 0.00
C -0.919 1.693 -5.431 0.00
Cl 0.105 0.295 -3.009 0.05
H -0.029 -0.637 -6.923 0.00
H -1.007 -1.047 -5.499 0.00
H 0.740 -1.352 -5.492 0.00
H 1.792 1.491 -6.480 0.00
H 2.335 0.544 -5.070 0.00
H 1.699 2.194 -4.845 0.00
H -1.043 1.959 -6.497 0.00
H -0.716 2.619 -4.874 0.00
H -1.869 1.274 -5.073 0.00
C 1.597 -0.920 1.723 0.07
C 0.956 -1.954 1.016 0.01
C 1.193 -1.782 -0.385 0.02
H 0.444 -2.802 1.446 0.00
C 2.057 -0.616 -0.530 -0.03
C 2.246 -0.071 0.791 -0.02
H 2.848 0.809 1.017 0.00
H 1.620 -0.791 2.810 0.00
H 0.937 -2.452 -1.193 0.00
H 2.567 -0.343 -1.447 0.00
C -1.807 0.971 0.786 -0.02
C -1.528 -0.349 1.217 0.07
C -1.757 -1.237 0.130 -0.05
H -1.272 -0.616 2.234 0.01
C -2.191 -0.485 -0.989 0.01
C -2.237 0.902 -0.594 -0.01
H -2.608 1.723 -1.198 0.00
H -1.804 1.826 1.438 0.01
H -1.705 -2.331 0.176 0.01
H -2.542 -0.904 -1.938 0.00
W -0.169 0.154 -0.500 1.78
C 1.662 4.884 -0.671 0.02
C 0.354 4.626 -0.283 -0.01
C -0.140 3.336 -0.239 0.02
N 0.624 2.220 -0.528 -0.02
C 1.879 2.492 -1.023 0.03
C 2.430 3.774 -1.051 0.00
H 2.081 5.875 -0.661 0.00
H -0.331 5.423 0.018 0.00
H -1.183 3.170 0.035 0.00
H 2.449 1.654 -1.425 0.00
H 3.469 3.874 -1.357 0.00
```

Results
Orbital gap (alpha / beta): 6.234 / 7.471 eV
Total charge: +2
⟨S²⟩: 2.028
2S+1: 3
Lowest unoccupied orbital energy (alpha / beta): -7.6223 / -7.6597 eV


Entry 3:
Formula: C19H24N2O2
Source: OMol25
Level of theory: ωB97M-V/def2-TZVPD

The geometry in XYZ format:
```
47
Properties=species:S:1:pos:R:3:lowdin_charge:R:1
C -0.733 1.407 -2.083 -0.01
H 0.058 0.740 -2.412 0.08
H -1.450 1.522 -2.890 0.09
H -0.291 2.373 -1.849 0.07
C -1.434 0.841 -0.851 -0.25
N -0.485 0.658 0.258 -0.04
C 0.469 -0.285 0.197 -0.42
O 0.618 -1.011 -0.780 0.04
C 1.393 -0.502 1.409 -0.29
N 1.983 -1.828 1.355 0.06
H 1.267 -2.531 1.513 0.07
H 2.335 -1.985 0.413 0.07
H 0.808 -0.453 2.333 0.14
C 2.534 0.552 1.435 -0.09
C 2.675 1.283 0.128 -0.24
C 3.185 0.635 -0.991 -0.04
C 3.266 1.287 -2.207 -0.07
C 2.852 2.603 -2.321 -0.09
C 2.365 3.265 -1.209 -0.10
C 2.275 2.607 0.006 -0.05
H 1.896 3.135 0.871 0.11
H 2.052 4.297 -1.286 0.10
H 2.915 3.112 -3.272 0.10
H 3.655 0.766 -3.070 0.11
H 3.516 -0.389 -0.908 0.12
H 2.367 1.269 2.241 0.11
H 3.453 0.006 1.658 0.12
C -0.692 1.541 1.381 -0.02
H 0.161 1.537 2.049 0.08
H -1.584 1.241 1.939 0.09
H -0.830 2.560 1.016 0.10
H -2.162 1.574 -0.491 0.14
C -2.240 -0.458 -1.180 -0.30
O -1.655 -1.238 -2.173 -0.03
H -0.723 -1.369 -1.912 0.06
C -2.502 -1.199 0.120 -0.17
C -1.882 -2.407 0.404 -0.03
C -2.085 -3.030 1.623 -0.08
C -2.916 -2.459 2.570 -0.10
C -3.560 -1.266 2.284 -0.09
C -3.355 -0.641 1.067 -0.06
H -3.870 0.283 0.844 0.12
H -4.225 -0.822 3.011 0.10
H -3.072 -2.944 3.522 0.10
H -1.593 -3.970 1.833 0.10
H -1.243 -2.863 -0.337 0.12
H -3.205 -0.138 -1.599 0.16
```

Results
Orbital gap: 9.746 eV
Total charge: 0
Relative energy (zero: lowest compared OMol25 entry of this formula, charge and spin): 7.2 kcal per mole
2S+1: 1
Lowest unoccupied orbital energy: 0.6596 eV
Structure (SMILES): C[C@@H]([C@@H](O)c1ccccc1)N(C)C(=O)[C@@H](N)Cc1ccccc1


Entry 4:
Formula: C19H24N2O4
Source: OMol25
Level of theory: ωB97M-V/def2-TZVPD

The geometry in XYZ format:
```
49
Properties=species:S:1:pos:R:3:lowdin_charge:R:1
C 1.624 2.724 5.278 -0.11
H 1.667 1.640 5.428 0.08
O 2.437 3.146 4.211 -0.18
C 1.984 2.766 2.935 -0.21
C 2.170 1.278 2.623 -0.28
C 3.626 0.815 2.715 -0.11
C 3.629 -0.465 1.890 -0.12
N 2.603 -0.241 0.884 -0.03
C 2.506 -1.074 -0.165 -0.41
O 3.238 -2.044 -0.293 0.07
C 1.452 -0.789 -1.170 -0.17
N 0.859 0.368 -1.347 0.12
O -0.016 0.223 -2.361 0.03
C 0.033 -1.040 -2.821 -0.23
C 0.959 -1.739 -2.102 0.08
H 1.259 -2.761 -2.197 0.13
C -0.972 -1.452 -3.848 -0.11
O -2.084 -2.075 -3.230 -0.05
C -2.716 -1.259 -2.296 -0.28
C -3.628 -0.296 -2.698 0.00
C -4.235 0.501 -1.745 -0.03
C -3.938 0.370 -0.396 -0.24
C -3.015 -0.600 0.007 -0.22
C -2.420 -1.408 -0.949 0.03
H -1.709 -2.168 -0.653 0.13
C -2.656 -0.762 1.452 -0.04
H -3.535 -1.029 2.038 0.08
H -2.262 0.171 1.855 0.08
H -1.907 -1.540 1.578 0.08
C -4.597 1.261 0.612 -0.05
H -5.138 0.670 1.351 0.08
H -3.853 1.854 1.144 0.08
H -5.297 1.937 0.129 0.08
H -4.950 1.247 -2.059 0.11
H -3.861 -0.180 -3.746 0.12
H -1.285 -0.565 -4.416 0.14
H -0.551 -2.201 -4.522 0.14
C 1.798 0.925 1.180 -0.12
H 0.735 0.707 1.054 0.12
H 2.052 1.744 0.498 0.13
H 4.584 -0.674 1.403 0.13
H 3.363 -1.340 2.496 0.13
H 3.951 0.652 3.740 0.12
H 4.275 1.565 2.262 0.13
H 1.558 0.682 3.307 0.14
H 2.579 3.361 2.237 0.13
H 0.923 3.035 2.811 0.13
H 0.580 3.020 5.122 0.09
H 2.009 3.219 6.168 0.09
```

Results
Orbital gap: 9.424 eV
Total charge: 0
Relative energy (zero: lowest compared OMol25 entry of this formula, charge and spin): 79.5 kcal per mole
2S+1: 1
Lowest unoccupied orbital energy: 0.5747 eV
Structure (SMILES): COC[C@@H]1CCN(C(=O)c2cc(COc3ccc(C)c(C)c3)on2)C1


Entry 5:
Formula: C19H24N3
Source: OMol25
Level of theory: ωB97M-V/def2-TZVPD

The geometry in XYZ format:
```
46
Properties=species:S:1:pos:R:3:lowdin_charge:R:1
C -1.598 1.564 3.285 -0.01
N -1.130 1.328 1.886 -0.04
C 0.169 1.757 1.565 -0.14
C 1.050 2.168 2.585 -0.02
C 2.406 2.329 2.383 -0.06
C 2.906 2.183 1.091 -0.07
C 2.061 1.826 0.041 -0.03
C 0.729 1.468 0.302 -0.11
C -0.060 0.559 -0.643 -0.09
C -1.563 0.642 -0.419 -0.14
C -2.040 0.992 0.869 -0.14
C -3.378 0.644 1.173 -0.01
C -4.182 -0.020 0.267 -0.06
C -3.755 -0.107 -1.051 -0.09
C -2.485 0.314 -1.431 -0.03
H -2.554 1.049 3.460 0.07
H -0.843 1.165 3.988 0.09
H -1.726 2.651 3.504 0.12
H 0.660 2.245 3.588 0.09
H 3.033 2.575 3.238 0.12
H 3.973 2.275 0.934 0.11
H 2.523 1.695 -0.945 0.09
H 0.161 0.755 -1.686 0.12
H -3.742 0.774 2.184 0.09
H -5.137 -0.430 0.588 0.12
H -4.413 -0.594 -1.755 0.11
H -2.199 0.303 -2.494 0.13
N 3.460 -0.132 -1.844 0.00
C 2.195 -0.557 -2.435 -0.22
C 1.481 -1.569 -1.539 -0.20
C 0.613 -2.644 -2.173 -0.12
C -0.410 -3.043 -1.089 -0.15
C -0.384 -2.029 0.042 -0.07
N 0.549 -0.901 -0.446 0.05
H 3.841 -0.875 -1.257 0.08
H 4.182 0.207 -2.489 0.10
H 1.501 0.277 -2.566 0.09
H 2.313 -0.984 -3.438 0.13
H 2.237 -2.135 -0.976 0.15
H 0.120 -2.245 -3.078 0.13
H 1.157 -3.544 -2.515 0.13
H -1.395 -3.002 -1.554 0.11
H -0.235 -4.062 -0.718 0.12
H -1.392 -1.642 0.275 0.12
H 0.093 -2.466 0.955 0.15
H 1.209 -0.760 0.336 0.17
```

Results
Orbital gap: 8.260 eV
Total charge: +1
Relative energy (zero: lowest compared OMol25 entry of this formula, charge and spin): 0.0 kcal per mole
2S+1: 1
Lowest unoccupied orbital energy: -2.4059 eV
Structure (SMILES): CN1c2ccccc2C([N@H+]2CCC[C@H]2CN)c2ccccc21


Repeat the fourth record exactly.
Formula: C19H24N2O4
Source: OMol25
Level of theory: ωB97M-V/def2-TZVPD

The geometry in XYZ format:
```
49
Properties=species:S:1:pos:R:3:lowdin_charge:R:1
C 1.624 2.724 5.278 -0.11
H 1.667 1.640 5.428 0.08
O 2.437 3.146 4.211 -0.18
C 1.984 2.766 2.935 -0.21
C 2.170 1.278 2.623 -0.28
C 3.626 0.815 2.715 -0.11
C 3.629 -0.465 1.890 -0.12
N 2.603 -0.241 0.884 -0.03
C 2.506 -1.074 -0.165 -0.41
O 3.238 -2.044 -0.293 0.07
C 1.452 -0.789 -1.170 -0.17
N 0.859 0.368 -1.347 0.12
O -0.016 0.223 -2.361 0.03
C 0.033 -1.040 -2.821 -0.23
C 0.959 -1.739 -2.102 0.08
H 1.259 -2.761 -2.197 0.13
C -0.972 -1.452 -3.848 -0.11
O -2.084 -2.075 -3.230 -0.05
C -2.716 -1.259 -2.296 -0.28
C -3.628 -0.296 -2.698 0.00
C -4.235 0.501 -1.745 -0.03
C -3.938 0.370 -0.396 -0.24
C -3.015 -0.600 0.007 -0.22
C -2.420 -1.408 -0.949 0.03
H -1.709 -2.168 -0.653 0.13
C -2.656 -0.762 1.452 -0.04
H -3.535 -1.029 2.038 0.08
H -2.262 0.171 1.855 0.08
H -1.907 -1.540 1.578 0.08
C -4.597 1.261 0.612 -0.05
H -5.138 0.670 1.351 0.08
H -3.853 1.854 1.144 0.08
H -5.297 1.937 0.129 0.08
H -4.950 1.247 -2.059 0.11
H -3.861 -0.180 -3.746 0.12
H -1.285 -0.565 -4.416 0.14
H -0.551 -2.201 -4.522 0.14
C 1.798 0.925 1.180 -0.12
H 0.735 0.707 1.054 0.12
H 2.052 1.744 0.498 0.13
H 4.584 -0.674 1.403 0.13
H 3.363 -1.340 2.496 0.13
H 3.951 0.652 3.740 0.12
H 4.275 1.565 2.262 0.13
H 1.558 0.682 3.307 0.14
H 2.579 3.361 2.237 0.13
H 0.923 3.035 2.811 0.13
H 0.580 3.020 5.122 0.09
H 2.009 3.219 6.168 0.09
```

Results
Orbital gap: 9.424 eV
Total charge: 0
Relative energy (zero: lowest compared OMol25 entry of this formula, charge and spin): 79.5 kcal per mole
2S+1: 1
Lowest unoccupied orbital energy: 0.5747 eV
Structure (SMILES): COC[C@@H]1CCN(C(=O)c2cc(COc3ccc(C)c(C)c3)on2)C1


- total charge of number 2 (C19H24ClNW)?
  +2


Copy entry 4 word for word.
Formula: C19H24N2O4
Source: OMol25
Level of theory: ωB97M-V/def2-TZVPD

The geometry in XYZ format:
```
49
Properties=species:S:1:pos:R:3:lowdin_charge:R:1
C 1.624 2.724 5.278 -0.11
H 1.667 1.640 5.428 0.08
O 2.437 3.146 4.211 -0.18
C 1.984 2.766 2.935 -0.21
C 2.170 1.278 2.623 -0.28
C 3.626 0.815 2.715 -0.11
C 3.629 -0.465 1.890 -0.12
N 2.603 -0.241 0.884 -0.03
C 2.506 -1.074 -0.165 -0.41
O 3.238 -2.044 -0.293 0.07
C 1.452 -0.789 -1.170 -0.17
N 0.859 0.368 -1.347 0.12
O -0.016 0.223 -2.361 0.03
C 0.033 -1.040 -2.821 -0.23
C 0.959 -1.739 -2.102 0.08
H 1.259 -2.761 -2.197 0.13
C -0.972 -1.452 -3.848 -0.11
O -2.084 -2.075 -3.230 -0.05
C -2.716 -1.259 -2.296 -0.28
C -3.628 -0.296 -2.698 0.00
C -4.235 0.501 -1.745 -0.03
C -3.938 0.370 -0.396 -0.24
C -3.015 -0.600 0.007 -0.22
C -2.420 -1.408 -0.949 0.03
H -1.709 -2.168 -0.653 0.13
C -2.656 -0.762 1.452 -0.04
H -3.535 -1.029 2.038 0.08
H -2.262 0.171 1.855 0.08
H -1.907 -1.540 1.578 0.08
C -4.597 1.261 0.612 -0.05
H -5.138 0.670 1.351 0.08
H -3.853 1.854 1.144 0.08
H -5.297 1.937 0.129 0.08
H -4.950 1.247 -2.059 0.11
H -3.861 -0.180 -3.746 0.12
H -1.285 -0.565 -4.416 0.14
H -0.551 -2.201 -4.522 0.14
C 1.798 0.925 1.180 -0.12
H 0.735 0.707 1.054 0.12
H 2.052 1.744 0.498 0.13
H 4.584 -0.674 1.403 0.13
H 3.363 -1.340 2.496 0.13
H 3.951 0.652 3.740 0.12
H 4.275 1.565 2.262 0.13
H 1.558 0.682 3.307 0.14
H 2.579 3.361 2.237 0.13
H 0.923 3.035 2.811 0.13
H 0.580 3.020 5.122 0.09
H 2.009 3.219 6.168 0.09
```

Results
Orbital gap: 9.424 eV
Total charge: 0
Relative energy (zero: lowest compared OMol25 entry of this formula, charge and spin): 79.5 kcal per mole
2S+1: 1
Lowest unoccupied orbital energy: 0.5747 eV
Structure (SMILES): COC[C@@H]1CCN(C(=O)c2cc(COc3ccc(C)c(C)c3)on2)C1